Record 1
This record from the Open Molecules 2025 dataset describes a molecular structure, C27H48N3O12 at a distorted geometry. The level of theory is ωB97M-V with the def2-TZVPD basis set.

Geometry as XYZ:
```
90
Properties=species:S:1:pos:R:3:forces:R:3
C 0.7090 4.0698 1.9194 4.51 3.47 0.61
C 1.9000 3.8028 0.9984 -1.28 5.50 1.87
O 2.6300 4.7308 0.6084 -1.93 -4.56 0.66
N 2.1730 2.3788 0.8084 -2.14 -0.31 -7.12
H 2.8870 2.1478 1.3284 4.41 -1.75 4.72
H 1.4540 1.5968 0.7704 -0.33 1.41 1.18
C 2.8990 2.2498 -0.5016 -1.69 -0.58 -3.20
H -0.0670 3.4558 1.9494 -2.65 -3.42 -0.34
H 0.1960 5.0478 1.6194 2.48 -1.18 1.33
H 1.0820 4.0858 2.9664 0.33 0.23 -0.47
H 3.4860 1.3978 -0.6506 -0.11 -1.88 0.87
H 3.6520 2.9038 -0.6556 2.13 3.15 0.65
H 2.3650 2.3848 -1.4946 -0.47 -0.21 1.85
C 4.5830 -2.9322 1.2084 -4.76 -4.71 -1.33
C 3.2100 -3.0892 1.9584 1.43 -4.80 2.29
O 2.9020 -4.1412 2.5194 0.90 3.83 -1.49
N 2.3210 -1.8362 2.0504 6.47 -6.31 7.30
H 3.0220 -1.2252 2.2914 1.81 2.63 0.22
H 1.9480 -1.6782 1.1814 0.87 -0.43 -2.90
C 1.3010 -1.8792 3.1654 -2.76 -1.23 2.06
H 4.9400 -2.0662 1.2544 2.30 7.73 0.85
H 4.4180 -2.9862 0.1264 -0.29 -0.53 0.16
H 5.4520 -3.4762 1.4194 0.32 -2.14 1.06
H 0.7780 -2.8562 2.9344 0.52 1.20 0.86
H 0.4500 -1.0672 3.2564 2.23 -1.32 -0.67
H 1.6390 -1.8732 4.2354 0.95 -0.45 -1.34
N -0.1410 -0.3702 1.1044 -2.35 -1.10 -0.20
O -0.1380 0.7658 1.5494 -0.65 2.56 -0.29
O 0.9270 -0.9692 1.2684 -5.09 4.37 -5.39
O -1.1520 -1.0032 0.7654 3.85 2.18 -1.09
C -5.0040 -1.6012 1.6894 0.42 -0.22 0.66
C -3.6430 -1.0402 1.4414 1.11 -6.19 3.83
C -2.8540 -0.3742 2.4934 -6.07 6.84 -4.08
O -2.9100 -2.1232 0.8784 -3.13 -3.41 3.14
H -5.5760 -1.8612 0.7724 0.59 0.27 0.67
H -5.4190 -0.8022 2.2454 -1.59 0.44 0.74
H -4.8190 -2.4622 2.3174 -0.65 -0.37 0.22
H -3.7830 -0.4772 0.7214 -0.99 6.34 -6.75
H -3.3260 0.6858 2.7464 -0.16 -2.32 0.45
H -2.0630 0.1148 2.1244 2.75 1.12 -1.84
H -2.5050 -0.8102 3.2324 2.28 -4.67 7.35
H -2.4930 -1.8442 0.1394 1.58 0.89 -3.24
C -0.4250 1.7808 -2.2326 -0.49 1.60 -2.92
C -1.5340 0.7998 -2.1076 0.06 -0.84 -1.89
C -2.7240 1.1008 -3.0596 -1.92 3.44 9.50
O -1.1250 -0.4852 -2.6126 0.50 -1.15 1.11
H 0.4900 1.5868 -1.7346 0.53 -0.34 0.92
H -0.8630 2.7578 -2.0246 0.34 0.18 0.69
H -0.1450 1.9448 -3.3146 -0.15 -0.53 0.78
H -1.6610 0.6878 -1.0436 -1.22 0.05 0.43
H -2.4840 1.2048 -3.9566 2.87 0.36 -7.80
H -3.0930 2.2788 -2.8276 0.03 -3.34 -0.19
H -3.3860 0.2658 -2.9606 -1.14 0.18 0.19
H -1.5540 -1.1522 -2.0336 0.53 0.42 -0.74
C 0.2160 -3.9702 -1.0816 0.32 2.79 0.37
C -0.0700 -4.3712 0.3714 -3.82 0.27 -1.58
C 0.0570 -5.8862 0.5984 -4.40 3.27 3.58
O 0.7980 -3.7102 1.1184 4.18 -0.59 3.00
H -0.6750 -4.0562 -1.6826 0.08 -0.74 -0.75
H 1.2010 -4.3852 -1.4716 -1.50 0.32 0.28
H 0.3150 -2.7682 -1.0446 0.05 -2.38 -0.22
H -1.0530 -3.8302 0.8144 0.77 -2.21 -1.92
H 0.1530 -5.9322 1.7684 -0.57 -0.95 -2.38
H 0.8240 -6.2352 0.1064 4.82 -1.67 -2.03
H -0.7630 -6.3362 0.0154 -0.36 -0.20 1.28
H 0.8290 -2.8092 0.8954 -0.98 1.40 -0.84
C 2.1820 -0.2892 -3.3506 -3.25 -3.72 9.23
C 2.5940 -0.7132 -1.9256 0.12 3.05 -5.56
C 4.0980 -0.4602 -1.4886 -1.61 -3.50 0.67
O 4.4860 -0.7012 -0.3116 -1.27 1.64 -2.65
C 5.0390 -0.3272 -2.5856 -1.03 2.36 -5.40
C 4.5800 0.0828 -3.9976 1.29 -1.76 6.90
C 3.0840 0.0638 -4.3096 4.85 0.85 -0.09
O 2.7790 0.3718 -5.4066 -1.17 0.81 -3.11
H 1.0650 -0.3822 -3.6056 1.90 0.09 0.37
H 1.8270 -1.0602 -1.2266 0.35 0.19 -0.19
H 6.0760 -0.4532 -2.2456 -0.29 0.39 -0.68
H 5.2720 0.4558 -4.7446 -0.04 -0.44 -0.03
C -4.7450 5.1458 -0.1886 5.40 2.87 -0.23
C -3.3000 5.6448 0.1454 -6.13 -2.05 -0.83
C -2.3410 4.5648 0.5924 3.51 3.90 0.53
O -1.1260 4.8758 0.8854 -6.25 0.24 -2.77
C -2.6100 3.1818 0.5894 -4.81 -3.15 -0.96
C -3.9140 2.7838 0.1594 3.18 -0.99 0.19
C -5.0780 3.6578 -0.1496 5.84 4.18 1.21
O -6.1550 3.2858 -0.2886 -4.92 -2.26 -0.83
H -5.4990 5.8168 -0.7326 1.15 -0.86 1.33
H -3.0410 6.7638 0.1324 -0.24 -2.15 -0.01
H -1.8190 2.4748 0.9544 -0.95 0.65 -0.74
H -4.2140 1.7638 -0.1556 0.70 0.23 0.94
```
Forces are in eV/Å.

The lowest unoccupied orbital energy is -5.2 eV. The spin multiplicity is 1. The value obtained for the relative energy (zero: lowest compared OMol25 entry of this formula, charge and spin) is 176.08 kcal per mole. As for the net charge: +1. Its total energy is -57784.74705 eV. The strongest force on any atom comes out at 11.62 eV/A. As for the orbital gap: 6.51 eV.

Mulliken population analysis, charges in e, atoms 1 to 2: C -0.59; C 0.64

---

Record 2
This record from the Open Molecules 2025 dataset describes a molecular structure, C27H48NORhSi. The level of theory is ωB97M-V with the def2-TZVPD basis set.

Geometry as XYZ:
```
79
Properties=species:S:1:pos:R:3:forces:R:3
Rh -0.8412 0.1459 0.5017 0.06 0.38 -0.04
C 3.9861 0.3731 0.2231 0.08 -0.03 -0.04
C 2.7187 0.8161 0.8899 -0.10 0.03 0.05
C 2.1899 2.0872 0.6365 0.00 -0.05 0.07
C 1.0521 2.5550 1.2852 0.06 -0.12 0.01
C 0.5875 3.9623 1.0727 -0.03 0.06 -0.02
C 0.4197 1.7139 2.2136 0.04 -0.28 -0.14
C 0.9451 0.4432 2.5155 0.06 0.09 -0.02
C 0.4885 -0.2844 3.7467 -0.05 -0.06 0.04
C 2.0741 -0.0018 1.8108 -0.09 0.10 0.02
H 4.0278 0.6834 -0.8211 0.01 0.01 -0.03
H 4.1092 -0.7069 0.2744 0.02 -0.03 -0.01
H 4.8460 0.8258 0.7193 0.01 0.00 0.01
H 2.7110 2.7466 -0.0479 0.04 0.05 -0.05
H 0.5316 4.2092 0.0128 -0.01 0.02 -0.04
H 1.2957 4.6550 1.5289 0.02 0.02 0.00
H -0.3833 4.1404 1.5272 -0.05 0.02 0.02
H -0.3945 2.0965 2.8198 -0.03 0.05 -0.01
H 0.7692 -1.3343 3.7287 -0.01 -0.02 -0.01
H -0.5851 -0.2033 3.9064 -0.04 0.02 0.03
H 0.9760 0.1704 4.6113 0.00 -0.02 0.02
H 2.4981 -0.9676 2.0555 0.03 -0.05 0.02
O 0.6273 0.1287 -1.2505 0.09 -0.02 -0.07
H 1.2943 0.8227 -1.1231 0.01 0.00 0.09
H 1.1325 -0.6868 -1.3664 -0.04 -0.02 -0.06
C -3.5752 -3.3817 -1.8588 0.03 -0.02 0.08
C -2.9409 -2.0164 -1.5652 -0.05 -0.05 -0.06
C -4.0001 -0.9293 -1.7727 0.03 -0.02 0.10
C -1.8148 -1.7503 -2.5905 0.05 0.03 0.05
Si -2.0728 -1.9429 0.1416 -0.01 -0.24 0.23
C -4.0038 -1.6413 1.7165 0.05 -0.05 -0.02
C -4.4927 -0.2659 1.3884 0.00 0.03 -0.08
C -4.9733 -2.7472 1.4781 0.01 -0.01 -0.13
C -3.1760 -1.7250 2.9562 0.03 -0.02 0.07
C -1.1860 -3.5507 0.7163 0.10 0.04 -0.04
C -0.2033 -3.2490 1.8571 -0.01 0.10 -0.12
C -2.0783 -4.7302 1.1090 -0.07 0.07 0.01
C -0.3232 -3.9733 -0.4991 -0.06 0.09 0.04
H -4.0014 -3.3592 -2.8629 -0.03 0.01 -0.07
H -4.3850 -3.6182 -1.1700 0.00 -0.02 0.00
H -2.8587 -4.2005 -1.8331 -0.02 0.00 -0.01
H -4.2304 -0.8687 -2.8364 -0.03 0.00 -0.09
H -3.6655 0.0591 -1.4534 0.03 0.06 0.02
H -4.9303 -1.1643 -1.2601 -0.03 0.00 0.03
H -2.2461 -1.8601 -3.5871 -0.01 0.01 -0.06
H -0.9800 -2.4494 -2.5270 -0.05 0.05 0.01
H -1.4288 -0.7315 -2.5128 0.02 -0.02 0.00
H -5.2634 -0.2628 0.6235 0.03 0.02 -0.02
H -3.6909 0.4126 1.0902 0.01 -0.02 0.01
H -4.9315 0.1496 2.3022 -0.02 0.04 0.05
H -5.3915 -2.7239 0.4721 -0.01 -0.01 0.03
H -5.8194 -2.5735 2.1572 -0.04 -0.02 0.05
H -4.5792 -3.7358 1.7003 0.02 0.02 -0.02
H -2.3375 -1.0261 2.9523 0.03 0.03 -0.02
H -2.8186 -2.7285 3.1640 0.04 -0.05 0.02
H -3.8201 -1.4295 3.7953 -0.02 -0.01 0.04
H -0.6917 -2.9362 2.7761 -0.07 0.02 0.04
H 0.5137 -2.4723 1.5697 -0.03 -0.01 0.01
H 0.3702 -4.1497 2.0820 0.02 -0.07 0.01
H -2.5299 -4.5874 2.0896 -0.04 0.00 0.02
H -1.4641 -5.6296 1.1738 0.04 -0.05 0.01
H -2.8691 -4.9268 0.3875 -0.02 -0.02 -0.03
H 0.3377 -3.1722 -0.8398 0.04 0.05 -0.02
H -0.9044 -4.3272 -1.3476 0.00 0.01 0.03
H 0.3205 -4.7928 -0.1774 0.04 -0.06 0.02
C -3.7444 5.4823 -1.7271 -0.06 0.08 -0.05
C -3.0640 4.2632 -1.2092 0.10 -0.13 -0.01
C -2.2413 3.4786 -2.0141 -0.02 -0.01 0.07
C -1.6259 2.3604 -1.4890 0.02 0.00 -0.14
N -1.7739 1.9852 -0.2131 -0.10 -0.11 0.04
C -2.5638 2.7358 0.5699 -0.01 0.02 0.09
C -3.2166 3.8584 0.1179 0.03 -0.04 0.02
H -3.6251 5.5788 -2.8020 -0.01 0.03 -0.05
H -3.3275 6.3712 -1.2526 0.01 0.04 0.01
H -4.8076 5.4582 -1.4907 -0.03 0.01 0.00
H -2.0811 3.7300 -3.0524 0.00 0.02 -0.05
H -0.9971 1.7318 -2.1066 0.01 0.01 0.00
H -2.6611 2.4168 1.6008 -0.01 0.02 0.01
H -3.8403 4.4202 0.7987 -0.03 0.03 0.03
```
Forces are in eV/Å.

The lowest unoccupied orbital energy (alpha / beta) is -5.1 / -8.0 eV. The spin multiplicity is 5. Its expectation value of S² is 6.0084. The value obtained for the relative energy (zero: lowest compared OMol25 entry of this formula, charge and spin) is 3.22 kcal per mole. As for the net charge: +2. Its total energy is -43185.60780 eV. The strongest force on any atom comes out at 0.38 eV/A. As for the orbital gap (alpha / beta): 8.78 / 6.75 eV.

Mulliken population analysis, charges in e, atoms 1 to 2: Rh -0.20; C -1.66